{"formula": "C4H15N2O", "method": "ωB97M-V with the def2-TZVPD basis set", "relative_energy_kj_mol": 107.9, "spin_multiplicity": 2, "total_energy_ha": -345.4358, "orbital_gap_ev": [11.87, 6.27], "largest_force_ev_per_a": 2.44, "homo_energy_ev": [-19.2, -19.2], "charge": 2, "species": ["C", "N", "C", "N", "C", "C", "H", "H", "H", "H", "H", "H", "H", "H", "H", "H", "H", "H", "H", "H", "H", "O"], "xyz": [[-1.16520, -0.66788, -0.49327], [-1.11667, -1.96585, 0.09119], [0.14790, 0.11276, -0.32937], [1.29760, -0.56421, -1.06556], [-1.07779, 2.34677, -0.34310], [0.14205, 1.56334, -0.79068], [-1.40251, -0.87398, -1.54394], [-1.92950, -0.06402, 0.00453], [-1.90980, -2.57342, -0.13935], [-0.79129, -2.11496, 1.05468], [0.42918, 0.03798, 0.72186], [1.11762, -0.56752, -2.07179], [1.40594, -1.54644, -0.80749], [2.17774, -0.09154, -0.84480], [-1.23019, 3.24652, -0.93982], [-1.99124, 1.78748, -0.55056], [-1.04492, 2.67344, 0.69144], [1.11520, 1.96873, -0.53416], [0.11618, 1.58023, -1.88389], [1.61695, -1.43827, 2.69958], [2.03520, 0.03388, 2.87709], [1.35947, -0.52838, 2.45214]], "forces_ev_per_angstrom": [[1.8822, -0.7032, -1.3770], [-1.5758, 0.4996, 1.2812], [0.4057, 0.0233, 0.6607], [-0.6974, -0.6147, 0.0741], [-0.0599, 0.5128, 0.1003], [-0.6100, -0.3352, -0.9080], [-0.5439, 0.5944, 0.0220], [-0.6034, 0.0291, 0.1549], [0.3227, -0.4102, -0.3086], [0.4505, 0.0396, -0.1618], [0.0689, 0.1294, 0.1137], [0.3515, 0.3210, -0.2033], [0.2442, -0.0234, 0.1571], [0.0474, 0.0929, -0.2023], [0.3638, 0.0187, -0.0244], [-0.1301, -0.0815, 0.2038], [-0.0699, -0.2123, 0.1870], [-0.0173, 0.4606, 0.3723], [0.0774, -0.1784, -0.1794], [-0.0557, 0.6516, 0.1227], [-0.4335, -0.2508, -0.0874], [0.5826, -0.5634, 0.0023]]}